Molecular formula: C30H70
Method: DFT, the ωB97M-V functional and the def2-TZVPD basis

```
100
Properties=species:S:1:pos:R:3:lowdin_charge:R:1
C -19.327 16.254 -25.937 -0.104
C -18.035 17.089 -26.234 -0.256
C -16.707 16.285 -26.046 -0.223
C -16.430 15.786 -24.616 -0.245
C -15.082 15.141 -24.455 -0.281
C -14.719 14.883 -22.967 -0.117
H -19.535 16.187 -24.870 0.064
H -19.342 15.323 -26.502 0.070
H -20.126 16.880 -26.339 0.057
H -18.042 17.496 -27.246 0.092
H -17.963 18.024 -25.677 0.096
H -15.958 17.033 -26.312 0.103
H -16.694 15.465 -26.764 0.107
H -16.403 16.691 -24.006 0.115
H -17.220 15.140 -24.232 0.112
H -15.077 14.165 -24.944 0.104
H -14.288 15.703 -24.947 0.107
H -15.513 14.329 -22.469 0.071
H -13.775 14.338 -22.922 0.059
H -14.399 15.803 -22.476 0.068
C -13.080 13.307 -19.220 -0.097
C -13.687 11.990 -18.568 -0.208
C -12.758 11.598 -17.401 -0.236
C -13.221 10.311 -16.762 -0.252
C -12.278 9.760 -15.708 -0.235
C -10.940 9.128 -16.276 -0.095
H -13.611 13.553 -20.140 0.053
H -12.047 13.214 -19.553 0.069
H -13.217 14.050 -18.435 0.052
H -14.692 12.110 -18.168 0.080
H -13.483 11.295 -19.383 0.105
H -12.833 12.356 -16.620 0.105
H -11.728 11.402 -17.701 0.106
H -14.203 10.397 -16.295 0.091
H -13.267 9.529 -17.522 0.116
H -11.991 10.566 -15.031 0.097
H -12.808 8.980 -15.161 0.098
H -10.262 8.893 -15.455 0.062
H -10.987 8.245 -16.912 0.054
H -10.424 9.912 -16.831 0.042
C -8.104 0.593 -14.520 -0.132
C -8.055 1.268 -15.872 -0.273
C -8.450 2.777 -15.785 -0.213
C -8.578 3.582 -17.105 -0.238
C -8.991 5.033 -16.812 -0.270
C -8.941 5.812 -18.144 -0.115
H -7.463 1.083 -13.787 0.071
H -7.821 -0.460 -14.550 0.066
H -9.106 0.556 -14.090 0.070
H -7.107 1.113 -16.388 0.102
H -8.709 0.760 -16.583 0.099
H -7.621 3.273 -15.278 0.106
H -9.368 2.880 -15.206 0.110
H -7.724 3.456 -17.771 0.112
H -9.388 3.152 -17.699 0.106
H -9.958 5.094 -16.313 0.106
H -8.222 5.518 -16.210 0.102
H -9.525 5.275 -18.892 0.070
H -9.330 6.827 -18.069 0.049
H -7.882 5.841 -18.400 0.072
C -19.299 9.975 -17.979 -0.114
C -18.048 10.822 -17.586 -0.265
C -18.409 12.146 -16.939 -0.208
C -17.140 13.064 -16.803 -0.211
C -16.256 12.709 -15.607 -0.257
C -16.915 12.944 -14.185 -0.079
H -19.166 9.051 -18.542 0.062
H -19.928 10.592 -18.624 0.062
H -19.879 9.670 -17.108 0.067
H -17.593 10.155 -16.852 0.099
H -17.341 10.913 -18.410 0.103
H -18.948 11.975 -16.008 0.101
H -19.049 12.705 -17.623 0.105
H -16.573 13.074 -17.735 0.086
H -17.424 14.113 -16.705 0.105
H -15.812 11.712 -15.616 0.075
H -15.355 13.311 -15.740 0.090
H -17.932 12.553 -14.171 0.054
H -16.317 12.495 -13.394 0.064
H -16.939 14.024 -14.036 0.065
C -11.215 15.938 -18.069 -0.118
C -11.306 15.882 -16.549 -0.267
C -10.020 15.411 -15.873 -0.217
C -9.774 13.904 -15.986 -0.255
C -8.541 13.410 -15.249 -0.259
C -8.414 11.865 -15.272 -0.102
H -10.355 16.484 -18.457 0.077
H -12.138 16.354 -18.473 0.073
H -11.167 14.913 -18.435 0.034
H -11.523 16.894 -16.204 0.099
H -12.179 15.304 -16.242 0.097
H -9.993 15.517 -14.787 0.107
H -9.239 16.044 -16.294 0.113
H -10.626 13.336 -15.611 0.105
H -9.675 13.616 -17.034 0.108
H -7.713 13.984 -15.668 0.108
H -8.662 13.753 -14.220 0.101
H -7.430 11.506 -14.968 0.063
H -9.125 11.340 -14.634 0.064
H -8.530 11.491 -16.290 0.060
```

Calculated values
- multiplicity = 1
- SMILES = CCCCCC.CCCCCC.CCCCCC.CCCCCC.CCCCCC
- relative energy (zero: lowest compared OMol25 entry of this formula, charge and spin) (kJ/mol) = 0.0
- M (g/mol) = 430.890
- orbital gap (eV) = 11.359